The following is a quantum chemistry calculation of the molecule C10H15NO2 at a distorted geometry, from OMol25.

XYZ file:
```
28
Properties=species:S:1:pos:R:3:lowdin_charge:R:1
C 0.7902 -2.1122 -0.8462 -0.062
C -0.2409 -1.5394 -1.8315 -0.312
C -1.5494 -2.2932 -1.6483 -0.074
C -0.4432 -0.0075 -1.4408 -0.563
O 0.7543 0.7277 -1.7274 0.017
O -1.5522 0.4564 -2.0647 0.038
N -0.7649 0.1166 0.0301 0.115
C -0.0225 0.9310 0.8691 -0.248
C 0.2544 0.3307 2.1348 -0.019
C 0.7452 1.0952 3.1414 -0.133
C 0.9525 2.4042 2.9414 -0.100
C 0.8363 2.9596 1.6422 -0.078
C 0.1958 2.2588 0.7120 -0.060
H 0.3297 -2.2174 0.0986 0.060
H 1.2237 -3.0171 -1.3278 0.104
H 1.5527 -1.4152 -0.6531 0.058
H 0.2300 -1.5769 -2.8345 0.152
H -2.1685 -2.2678 -0.6690 0.122
H -2.3071 -1.9853 -2.3466 0.064
H -1.2453 -3.3299 -1.8837 0.086
H 1.4481 0.0577 -1.9619 0.113
H -1.5268 1.4323 -2.2905 0.152
H -1.0624 -0.7203 0.3854 0.061
H 0.1333 -0.7149 2.3132 0.101
H 0.9773 0.6568 4.0718 0.095
H 1.1287 2.9975 3.8479 0.107
H 1.1344 3.9427 1.5529 0.082
H 0.1969 2.8300 -0.2149 0.122
```

As for the calculated total energy: -16196.853 eV. The SMILES is CC(C)C(O)(O)Nc1ccccc1. As for the net charge: 0. As for the energy relative to the best compared isomer or geometry (same formula, charge and spin): 51.65 kcal/mol.